(1)
This record from the Open Molecules 2025 dataset describes a molecular structure, C3H8OTl. The level of theory is ωB97M-V/def2-TZVPD.

Calculated values
- HOMO (spin up / spin down) (eV) = -31.7 / -31.7
- <S²> = 1.377
- Kohn-Sham gap (spin up / spin down) (eV) = 6.44 / 5.31
- largest force on an atom (eV/A) = 8.07

```
! RIJCOSX wB97M-V def2-TZVPD def2/J DEFGRID3
* xyz 4 2
H 2.38 -2.76 -29.08
H 0.19 -3.12 -26.05
C 2.16 -3.01 -26.94
H 3.61 -3.03 -25.70
O 3.36 -2.49 -26.46
H 0.70 -2.55 -28.45
H 1.20 -1.64 -25.77
C 1.19 -2.73 -25.87
Tl 5.41 -0.39 -26.59
H 2.22 -4.10 -27.00
C 1.77 -2.40 -28.26
H 1.87 -1.31 -28.23
H 1.43 -3.12 -24.88
*
```



(2)
This record from the Open Molecules 2025 dataset describes 2 unconnected molecules or ions with the total composition CHClF3N. The level of theory is ωB97M-V/def2-TZVPD.

Calculated values
- HOMO (spin up / spin down) (eV) = -10.8 / -9.2
- Kohn-Sham gap (spin up / spin down) (eV) = 10.49 / 8.50
- largest force on an atom (eV/A) = 2.32

```
! RIJCOSX wB97M-V def2-TZVPD def2/J DEFGRID3
* xyz 0 1
F 2.17 0.86 1.27
N -0.13 -0.40 -0.20
C 2.26 -0.20 0.47
F 2.66 -1.28 1.19
Cl 2.97 0.05 -1.01
F 0.15 -1.43 -1.11
H -0.63 -0.87 0.57
*
```